--- P ---
Computed, not measured: an isolated ion of composition C7H11N2S2 and charge +1, with ωB97M-V/def2-TZVPD.

Geometry as ORCA input:
```
! wB97M-V def2-TZVPD RIJCOSX def2/J DEFGRID3
* xyz 1 1
C -3.05441 0.80823 -0.82164
C -3.79228 -0.28530 -0.43149
C -1.50850 -0.44044 0.16819
C 1.64823 0.42680 -0.92673
C 2.22539 -0.98293 -1.15504
C 0.25786 -0.67030 0.57539
C 0.33252 -1.00267 2.05574
N -1.70963 0.70075 -0.51490
N 0.90842 0.49450 0.28737
S -2.79412 -1.44017 0.34497
S 0.68361 -1.92580 -0.73562
H -3.58504 1.50206 -1.40302
H -4.81384 -0.50353 -0.57980
H 2.45987 1.15137 -0.78277
H 1.05204 0.63144 -1.82550
H 2.58590 -1.05302 -2.12197
H 2.98936 -1.26095 -0.41114
H 0.01276 -0.16756 2.64836
H 1.45964 -1.10366 2.19922
H -0.22964 -1.89073 2.24596
H 1.37024 0.87658 1.07444
H -1.00344 1.41218 -0.46111
*
```

LUMO: -0.1313 hartree
HOMO level: -12.5 eV
HOMO-LUMO gap: 8.96 eV
molar mass: 187.3 g mol⁻¹

---

--- Q ---
Computed, not measured: an isolated ion of composition C7H11N2S2 and charge +1, with ωB97M-V/def2-TZVPD.

Geometry as ORCA input:
```
! wB97M-V def2-TZVPD RIJCOSX def2/J DEFGRID3
* xyz 1 1
C 0.77170 -0.45588 0.33843
C -1.14186 0.77715 1.30873
C -0.17698 1.72781 1.15242
C -0.08306 -1.96675 -1.13725
C 0.58109 -2.74099 -0.06505
C -0.26772 3.21992 1.09882
C -0.15148 0.59332 -1.66497
N 0.24859 -0.54071 -0.84501
N 1.01442 -1.63028 0.87734
S -2.41950 -0.10056 1.58551
S 1.42369 0.90520 1.20686
H 0.23448 -2.35152 -2.18818
H -1.22604 -1.83053 -1.07043
H -0.25179 -3.49700 0.34049
H 1.48437 -3.41712 -0.47725
H -0.65154 3.61439 2.19984
H 0.81637 3.51954 0.92855
H -0.95899 3.43314 0.25146
H -1.31560 0.66775 -1.87713
H 0.15277 1.53522 -1.12691
H 0.41338 0.41480 -2.59180
H 1.50370 -1.87690 1.75551
*
```

LUMO: -0.1592 hartree
HOMO level: -11.8 eV
HOMO-LUMO gap: 7.43 eV
molar mass: 187.3 g mol⁻¹

---

Question: which arrangement is favored energetically? Ranking from most to least stable: P, Q.

---

--- P ---
Computed, not measured: a 2-piece molecular cluster, C3H10N2S overall, with ωB97M-V/def2-TZVPD.

Geometry as ORCA input:
```
! wB97M-V def2-TZVPD RIJCOSX def2/J DEFGRID3
* xyz 1 2
C -0.73719 -0.10770 -1.37693
C -0.73798 -1.56925 -1.84332
S -0.99258 -2.69173 -0.38440
H -0.96957 -0.01613 -0.31916
H -1.60549 0.41096 -1.79264
H 0.16836 0.35014 -1.74503
H 0.18376 -1.86740 -2.34369
H -1.56555 -1.88412 -2.47182
N 0.80361 1.62080 0.94187
C 1.17685 1.40665 2.23543
N 2.32287 1.66317 2.72955
H 1.43812 1.64635 0.17129
H -0.16028 1.56946 0.68062
H 0.39852 0.96703 2.86713
H 2.14754 1.99255 3.67737
H -1.87099 -3.49078 -1.02628
*
```

LUMO (spin up / spin down): -0.1693 / -0.3487 hartree
HOMO level (spin up / spin down): -11.5 / -11.5 eV
HOMO-LUMO gap (spin up / spin down): 6.87 / 1.99 eV
molar mass: 106.2 g mol⁻¹

---

--- Q ---
Computed, not measured: an isolated ion of composition C3H10N2S and charge +1, with ωB97M-V/def2-TZVPD.

Geometry as ORCA input:
```
! wB97M-V def2-TZVPD RIJCOSX def2/J DEFGRID3
* xyz 1 2
N 0.03857 -1.39442 -0.40126
C -0.18793 0.03984 -0.37270
C -1.56847 0.38796 0.23395
S -2.87311 -0.47251 -0.72876
C 0.83005 0.64439 0.62444
N 2.22977 0.40572 0.21852
H 1.04904 -1.52289 -0.46486
H -0.21193 -1.81622 -1.30167
H -0.07612 0.53073 -1.34135
H -1.64737 -0.15351 1.18827
H -1.83173 1.42431 0.40317
H -2.28866 -1.68946 -0.77349
H 0.68296 0.12527 1.56788
H 0.63202 1.71990 0.67606
H 2.49703 0.99479 -0.55112
H 2.72589 0.77610 1.02292
*
```

LUMO (spin up / spin down): -0.1275 / -0.3260 hartree
HOMO level (spin up / spin down): -13.6 / -13.6 eV
HOMO-LUMO gap (spin up / spin down): 10.12 / 4.71 eV
molar mass: 106.2 g mol⁻¹

---

Question: which arrangement is favored energetically? Ranking from most to least stable: Q, P.

---

--- P ---
Computed, not measured: a single C3H4S molecule, with ωB97M-V/def2-TZVPD.

Geometry as ORCA input:
```
! wB97M-V def2-TZVPD RIJCOSX def2/J DEFGRID3
* xyz 0 1
C -0.64712 1.61495 1.71978
C -0.39833 0.88604 0.82236
C -0.59027 -0.40878 0.09865
S 0.70526 -0.82968 -1.13293
H -0.72057 2.14217 2.61791
H -0.73263 -1.17764 0.82505
H -1.60730 -0.39025 -0.36968
H 1.59065 0.14744 -0.79106
*
```

LUMO: 0.0304 hartree
HOMO level: -9.3 eV
HOMO-LUMO gap: 10.11 eV
molar mass: 72.1 g mol⁻¹

---

--- Q ---
Computed, not measured: a single C3H4S molecule, with ωB97M-V/def2-TZVPD.

Geometry as ORCA input:
```
! wB97M-V def2-TZVPD RIJCOSX def2/J DEFGRID3
* xyz 0 1
S 0.63114 -1.46187 1.16262
C 0.22912 0.40546 0.73495
C -0.89536 0.40059 -0.24677
C 0.19089 0.66547 -0.85301
H 0.56774 -2.07234 -0.05814
H 0.46812 1.16879 1.35487
H -1.96027 0.33497 -0.33759
H 0.76861 0.55891 -1.75694
*
```

LUMO: 0.0384 hartree
HOMO level: -8.8 eV
HOMO-LUMO gap: 9.80 eV
molar mass: 72.1 g mol⁻¹

---

Question: which arrangement is favored energetically? Ranking from most to least stable: P, Q.

---

--- P ---
Computed, not measured: a 2-piece molecular cluster, CH2N3O3 overall, with ωB97M-V/def2-TZVPD.

Geometry as ORCA input:
```
! wB97M-V def2-TZVPD RIJCOSX def2/J DEFGRID3
* xyz -1 1
C -1.05786 0.40688 -0.01768
N 1.73885 -0.17422 0.24546
N 2.01330 0.75528 -0.41815
N -0.36652 -0.63671 -0.69227
O -1.98104 -0.08046 0.81974
O -0.61883 -1.84856 -0.23716
O -1.01112 1.58388 -0.22658
H -1.74220 -1.06586 0.89812
H 3.02542 1.05978 -0.37147
*
```

LUMO (spin up / spin down): 0.1608 / 0.1648 hartree
HOMO level (spin up / spin down): -2.8 / -3.3 eV
HOMO-LUMO gap (spin up / spin down): 7.18 / 7.83 eV
molar mass: 104.0 g mol⁻¹

---

--- Q ---
Computed, not measured: an isolated ion of composition CH2N3O3 and charge -1, with ωB97M-V/def2-TZVPD.

Geometry as ORCA input:
```
! wB97M-V def2-TZVPD RIJCOSX def2/J DEFGRID3
* xyz -1 1
N 1.99982 -0.29101 -0.11626
N 0.82408 -0.68014 -0.10479
O 0.48598 -1.77475 0.34267
N -0.30372 0.29726 -0.58537
O -1.44992 -0.44512 -0.73814
C -2.39343 -0.28111 0.16543
O -3.52259 -0.71928 0.25381
H 2.42170 -1.22043 0.09496
H -2.08799 0.33984 0.97086
*
```

LUMO (spin up / spin down): 0.1568 / 0.1568 hartree
HOMO level (spin up / spin down): -3.7 / -3.7 eV
HOMO-LUMO gap (spin up / spin down): 7.97 / 7.97 eV
molar mass: 104.0 g mol⁻¹

---

Question: which arrangement is favored energetically? Ranking from most to least stable: P, Q.

---

--- P ---
Computed, not measured: a single C9H16O2Se molecule, with ωB97M-V/def2-TZVPD.

Geometry as ORCA input:
```
! wB97M-V def2-TZVPD RIJCOSX def2/J DEFGRID3
* xyz 0 1
C 1.67349 -1.64821 -0.03120
C -0.13771 2.06452 0.78617
C 0.05866 1.84811 -0.69326
C 0.82400 1.32904 1.65347
C -1.21739 1.15776 -1.18129
C 0.68409 -0.14332 1.43155
C -1.39658 -0.20162 -0.48977
C 3.02793 -1.94980 -0.74931
C -2.45583 -2.47296 0.56133
O 0.67300 -2.33075 -0.27283
O 1.79910 -0.61117 0.72388
Se -2.90645 -0.58446 0.29638
H 0.10888 3.13346 1.03121
H -1.17361 1.82767 1.14535
H 0.37206 2.82613 -1.26430
H 0.90316 1.11202 -0.75199
H 1.86803 1.79779 1.54388
H 0.50498 1.50790 2.76662
H -2.14862 1.71794 -0.96666
H -1.18407 0.92324 -2.24043
H 0.42871 -0.74796 2.25128
H -0.68138 -0.87701 -0.82198
H 3.80736 -1.94048 -0.01548
H 3.19885 -1.11208 -1.56355
H 3.00484 -2.87239 -1.34144
H -2.85307 -2.67598 1.57589
H -3.13197 -3.15073 -0.09229
H -1.35025 -2.48838 0.42816
*
```

LUMO (spin up / spin down): 0.0276 / 0.0114 hartree
HOMO level (spin up / spin down): -7.9 / -6.3 eV
HOMO-LUMO gap (spin up / spin down): 8.64 / 6.64 eV
molar mass: 235.2 g mol⁻¹

---

--- Q ---
Computed, not measured: a single C9H16O2Se molecule, with ωB97M-V/def2-TZVPD.

Geometry as ORCA input:
```
! wB97M-V def2-TZVPD RIJCOSX def2/J DEFGRID3
* xyz 0 1
C 2.16940 1.92930 0.63484
C -1.58875 -1.06349 1.48939
C -2.47203 -0.89349 0.17805
C -0.57336 0.09059 1.82033
C -2.04063 -1.79894 -0.94979
C 0.77851 0.04803 1.16058
C -0.81265 -1.59906 -1.70612
C 1.97946 3.43034 0.54356
C 2.06749 -0.81696 -1.87036
O 3.24398 1.37896 0.65215
O 0.97805 1.33886 0.60651
Se 0.78741 -1.58299 -0.63906
H -2.15198 -1.30128 2.32224
H -1.07163 -1.99006 1.38430
H -3.58152 -1.02133 0.38179
H -2.59546 0.20887 -0.24100
H -1.25074 0.93840 1.58405
H -0.36903 0.25593 2.83667
H -1.94244 -2.74310 -0.54704
H -2.97008 -1.89745 -1.68393
H 1.63442 -0.34418 1.65662
H -0.68573 -0.72880 -2.35294
H 2.25921 4.02762 1.49832
H 0.84845 3.52419 0.56187
H 2.48558 3.89796 -0.29684
H 3.10858 -0.72798 -1.33349
H 2.28445 -1.42391 -2.85350
H 1.64191 0.15992 -1.83643
*
```

LUMO (spin up / spin down): 0.0136 / 0.0163 hartree
HOMO level (spin up / spin down): -6.5 / -6.6 eV
HOMO-LUMO gap (spin up / spin down): 6.92 / 7.09 eV
molar mass: 235.2 g mol⁻¹

---

Question: which arrangement is favored energetically? Ranking from most to least stable: P, Q.